Density functional theory data (ωB97M-V/def2-TZVPD) for a molecular structure, C13H13F6N2O9RuS3.

Results
* ⟨S²⟩: 0.778
* HOMO-LUMO gap (alpha / beta): 6.27 / 6.88 eV
* HOMO (alpha / beta): -16.040 / -16.057 eV
* strongest force on any atom: 4.73 eV/Å
* spin multiplicity: 2
* total charge: +2
* lowest unoccupied orbital energy (alpha / beta): -9.8 / -9.2 eV

The geometry in XYZ format:
```
47
C13H13F6N2O9RuS3 | OMol25 | ωB97M-V/def2-TZVPD
Ru 0.603 0.150 -0.384
O -0.975 -2.001 -3.860
C -0.773 -1.417 -2.723
O -0.195 -0.347 -2.584
C -1.287 -2.155 -1.518
C -1.932 -3.388 -1.539
C -2.285 -3.958 -0.320
C -2.013 -3.285 0.865
C -1.376 -2.046 0.795
N -1.029 -1.523 -0.376
C -1.005 -1.151 1.957
O -1.280 -1.486 3.173
O -0.550 -0.038 1.710
H -0.608 -1.526 -4.632
H -2.133 -3.881 -2.479
H -2.770 -4.925 -0.297
H -2.293 -3.723 1.813
H -1.550 -2.406 3.326
F 4.715 0.620 2.000
C 4.252 1.091 0.867
F 5.171 1.771 0.229
F 3.204 1.896 1.111
S 3.449 -0.264 -0.173
O 2.760 0.497 -1.200
O 4.278 -1.339 -0.550
N 2.283 -0.756 0.838
S 2.232 -2.321 1.240
O 3.390 -2.786 1.880
O 0.926 -2.549 1.792
C 2.028 -3.142 -0.477
F 0.923 -3.892 -0.419
F 1.717 -2.151 -1.372
F 3.006 -3.851 -0.952
O 0.210 2.298 -0.335
S 0.088 3.497 0.563
C -0.546 4.793 -0.598
C -2.022 4.980 -0.288
C -2.562 3.676 0.302
C -1.567 3.197 1.336
H -0.349 4.410 -1.600
H 0.029 5.705 -0.442
H -2.566 5.246 -1.196
H -2.155 5.795 0.424
H -2.695 2.928 -0.481
H -3.534 3.857 0.766
H -1.612 2.128 1.548
H -1.605 3.770 2.261
```